# 1
The following is a DFT calculation (the ωB97M-V functional and the def2-TZVPD basis) of a molecular structure, C22H18F5InN6O5STe.

## Properties
Frontier orbital gap = 8.151 eV
F_max = 0.54 eV/Å
ΔE to the lowest compared entry with this formula, charge and spin = 51.2 kcal per mole

```
59
C22H18F5InN6O5STe, DFT the ωB97M-V functional and the def2-TZVPD basis
Te 3.7489 -1.6283 3.8588
In 1.6500 -0.9938 1.3423
S 3.9845 -2.1063 0.4911
F 3.2119 -2.8410 5.2284
F 3.5295 0.1595 3.0166
F 5.3964 -0.9603 4.3799
F 3.1296 -0.5113 5.2760
F 4.7721 -3.1912 3.5769
O 5.0072 -2.4807 -0.4232
O 4.5374 -1.6385 1.8079
O 3.2179 -0.8364 -0.0037
O 2.8852 -3.0639 0.7079
O 2.0797 -1.8981 3.1479
N -2.8269 2.0497 -3.6898
N 0.5322 -0.0556 -0.5382
N -0.1768 -2.2557 1.5593
N -0.9855 2.1425 -4.9457
N 0.5261 0.4630 2.5891
N -0.7036 -1.2697 3.6560
C -1.5525 1.7808 -3.7515
C -0.8043 1.1546 -2.6571
C -1.4714 -3.4597 3.1512
C 0.5666 0.9341 -2.7033
C -3.1356 2.6233 -4.9088
C -1.5618 -4.5225 2.2890
C 0.9793 2.5013 3.7537
C -0.7562 -2.3206 2.7582
C -4.3564 3.1034 -5.3865
C -0.2661 -3.3119 0.7232
C -4.3838 3.6296 -6.6592
C 1.1976 0.3275 -1.6319
C -2.0103 3.2179 -7.0019
C -0.9526 -4.4531 1.0354
C 0.3443 1.9840 4.8817
C -3.2258 3.6852 -7.4558
C 1.0561 1.7037 2.6461
C -1.4912 0.7590 -1.5107
C -0.1006 -0.0218 3.6629
C -1.9911 2.6884 -5.7143
C -0.2071 0.7285 4.8380
C -0.7878 0.1679 -0.4865
H -2.5568 0.9205 -1.4408
H -3.2919 4.1062 -8.4502
H -0.6945 0.3034 5.7047
H 1.1689 1.2231 -3.5535
H -1.9287 -3.4946 4.1308
H -5.3134 4.0099 -7.0609
H 0.2707 -3.2126 -0.2116
H 2.2581 0.1194 -1.6350
H -2.0986 -5.4126 2.5886
H -1.0551 -1.5255 4.5641
H -0.0299 2.0110 -5.2234
H -0.9877 -5.2762 0.3383
H 1.4359 3.4789 3.7546
H -1.1222 3.2635 -7.6180
H -5.2428 3.0571 -4.7685
H 0.2916 2.5619 5.7943
H 1.5798 2.0292 1.7560
H -1.2884 -0.1459 0.4206
```


# 2
The following is a DFT calculation (the ωB97M-V functional and the def2-TZVPD basis) of a molecular structure, C22H18N11O4S3Sc.

## Properties
Frontier orbital gap = 6.698 eV
F_max = 0.28 eV/Å
ΔE to the lowest compared entry with this formula, charge and spin = 24.6 kcal per mole

```
59
C22H18N11O4S3Sc, DFT the ωB97M-V functional and the def2-TZVPD basis
Sc 0.9291 0.3203 0.5692
S 0.8193 -1.9105 -0.5748
S 0.0234 2.7598 1.5073
S -1.3311 -0.5503 1.5094
O 3.2902 -0.2789 -0.4333
O 1.9680 1.9816 0.1298
O 1.3110 3.1865 0.5747
O 4.8264 -1.1707 0.7961
N -6.2086 -2.4685 -1.6355
N -1.5250 2.2206 -0.7639
N -0.6897 1.3443 -1.0301
N -3.5084 -4.1364 -4.2566
N -2.2547 3.7645 0.8436
N -3.4230 3.9354 0.2591
N 1.0234 0.1470 3.3157
N 2.8208 -0.5105 1.6418
N 3.7244 -0.6768 0.6311
N 2.1678 -0.4988 3.7897
N 4.1833 -1.5077 3.3152
C -4.1770 2.9821 -0.5142
C -2.4093 -0.1468 -3.9584
C -0.0237 -0.3411 -4.2404
C 3.1068 -0.8585 2.8864
C -0.9120 -2.1237 -0.7350
C -3.1845 -3.6272 -3.2784
C -3.2004 -1.7309 -0.0677
C -1.3884 -2.8401 -1.8328
C -1.3760 2.9085 0.4425
C -5.4079 2.4506 -2.5007
C -3.6655 -2.4145 -1.1820
C -1.8394 -1.5494 0.1591
C -5.3708 0.9118 -0.6559
C -4.5561 1.7760 0.0606
C -5.0777 -2.4697 -1.4267
C -4.5950 3.3232 -1.7895
C -2.2169 0.5035 -2.7520
C -0.9205 0.7167 -2.2967
C -5.7979 1.2447 -1.9347
C 0.1800 0.2944 -3.0260
C -2.7460 -2.9754 -2.0775
C -1.3139 -0.5685 -4.7027
H -3.9743 4.6167 0.7563
H -5.6896 -0.0246 -0.2176
H -3.9089 -1.2953 0.6227
H 4.8985 -1.7234 2.6359
H 2.1408 -0.9715 4.6802
H -1.4698 -1.0883 -5.6390
H -4.2103 1.5190 1.0552
H -0.6796 -3.2619 -2.5325
H -3.0536 0.8142 -2.1425
H -3.4145 -0.3454 -4.3082
H 4.3555 -1.6160 4.2988
H 0.8282 -0.6703 -4.8201
H 0.8518 0.9887 3.8512
H 0.2152 -0.4734 3.3212
H -5.7316 2.7138 -3.4990
H -6.4293 0.5574 -2.4825
H 1.1795 0.4678 -2.6489
H -4.2737 4.2625 -2.2206
```


# 3
The following is a DFT calculation (the ωB97M-V functional and the def2-TZVPD basis) of a molecular structure, C22H18N14RuS at a distorted geometry.

## Properties
Charge = -1
Frontier orbital gap (alpha / beta) = 6.622 / 6.426 eV
Spin multiplicity = 2
F_max = 3.12 eV/Å
ΔE to the lowest compared entry with this formula, charge and spin = 31.9 kcal per mole
<S²> = 0.76

```
56
C22H18N14RuS, DFT the ωB97M-V functional and the def2-TZVPD basis
Ru -1.4544 -0.6915 0.2459
S -2.2799 -1.4745 2.5746
N -5.3608 -1.1322 -0.8379
N 0.2699 -3.1966 0.5613
N -1.1669 -4.8244 0.5540
N -2.3910 1.0414 1.0797
N 0.3010 -0.0577 0.6033
N -4.2771 -0.4464 -0.7464
N -3.2571 -1.3026 -0.4590
N -0.9222 -2.6894 0.1501
N 0.1163 -4.4527 0.7883
N -3.3154 0.9885 2.0443
N -5.1099 -2.4504 -0.6258
N -4.3914 -0.2617 3.5933
N -3.1087 -3.6664 -0.1724
N -1.2278 1.0255 -1.3107
C 2.3475 -0.9698 -0.3269
C -0.1777 3.3536 -2.3818
C 3.3770 3.8780 1.2253
C 1.9971 -1.5688 -1.5285
C -3.8134 -2.5051 -0.4009
C 1.5755 2.3076 1.5137
C 3.4587 -1.4396 0.3657
C 2.1798 3.5134 1.8326
C -2.1621 2.1657 0.5521
C -0.9532 3.3824 -1.2398
C 2.1657 1.4362 0.5961
C -1.7706 -3.7175 0.1797
C -0.4917 1.0091 -2.4210
C 3.3490 1.8214 -0.0306
C 3.9493 3.0370 0.2819
C 1.5072 0.1190 0.2941
C -1.4330 2.1962 -0.6999
C 0.0774 2.1367 -2.9835
C 3.8365 -3.1041 -1.3281
C 4.1893 -2.5137 -0.1218
C 2.7451 -2.6227 -2.0346
C -3.3736 -0.1552 2.6899
H 0.2199 4.2671 -2.8064
H 0.6392 2.0114 1.9737
H -2.5253 3.0675 1.0351
H 1.1306 -1.2168 -2.0588
H 3.8612 4.8123 1.4850
H 3.7988 1.1698 -0.7696
H -4.7226 -1.2038 3.7155
H -3.6459 -4.5016 -0.0312
H -1.1849 4.3120 -0.7357
H -0.3677 0.0455 -2.8902
H -5.1191 0.4237 3.4502
H 2.4666 -3.0802 -2.9768
H 1.7197 4.1705 2.5617
H 3.7330 -0.9757 1.3068
H 0.6940 2.0556 -3.8677
H 4.4030 -3.9458 -1.7081
H 4.8721 3.3227 -0.2103
H 5.0228 -2.9026 0.4508
```